No. 1
C29H69BaCu2N5O11 | ωB97M-V with the def2-TZVPD basis set

XYZ file:
```
117
Properties=species:S:1:pos:R:3:mulliken_charge:R:1
Ba -1.06540 -3.46659 0.17510 1.66
Cu -2.36852 0.44381 0.96816 0.45
Cu 3.30215 -1.08836 -1.91697 0.31
C -0.11716 0.24020 2.82352 -2.04
C -1.06556 -0.54872 3.72159 1.59
C -1.26741 0.41051 4.94168 -1.14
C -2.43307 0.01314 5.84775 -0.90
C -3.72389 -0.07357 5.02376 -1.34
C -3.60179 -1.04537 3.84548 1.13
N -2.35631 -0.82481 3.10965 0.67
O -2.23942 -1.66376 1.98181 0.04
C -4.75288 -0.63646 2.91041 -1.68
C -3.83759 -2.48403 4.32917 -1.35
C -0.37843 -1.82595 4.26315 -1.76
H 0.12475 -0.39788 1.95966 -0.12
H 0.83726 0.46536 3.29512 0.64
H -0.55030 1.13598 2.36211 0.34
H -1.27667 1.45948 4.64933 0.46
H -0.42448 0.26031 5.62386 0.42
H -2.57154 0.67811 6.69711 0.45
H -2.24617 -1.00716 6.19375 0.29
H -4.08652 0.94704 4.86074 0.44
H -4.49083 -0.40990 5.73226 0.53
H -4.44684 0.27813 2.38888 0.26
H -5.66422 -0.38987 3.45061 0.47
H -4.93055 -1.39819 2.14777 0.21
H -4.89932 -2.67528 4.46685 0.57
H -3.28634 -2.76291 5.22859 0.33
H -3.43610 -3.15117 3.55966 -0.18
H -0.11442 -2.54358 3.48677 0.16
H -1.06421 -2.25619 4.99172 0.40
H 0.51423 -1.55064 4.82662 0.46
N 0.51207 -0.52769 -1.02293 0.76
O 0.62848 -1.76311 -1.33855 -0.98
O -0.44581 -0.22231 -0.30099 -0.23
O 1.30123 0.29185 -1.48826 0.14
C 0.42079 0.84522 -5.93370 -1.13
C -0.44049 0.41346 -4.75012 0.67
O -1.70146 1.11351 -4.80042 -0.56
H -0.11306 0.66062 -6.86277 0.44
H 1.33063 0.25014 -5.87156 0.30
H 0.61581 1.91264 -5.85009 0.13
H -0.04989 0.73095 -3.77689 -0.31
H -0.54461 -0.67667 -4.74178 0.18
H -2.24084 0.73507 -4.09935 0.28
C 3.22711 0.37598 0.97332 -0.64
O 3.99627 0.17812 -0.20131 -0.25
C 4.71963 1.31005 -0.62816 0.17
C 5.51740 0.92791 -1.87960 -1.23
N 4.61539 0.58202 -3.00426 0.07
C 3.92798 1.79016 -3.49101 0.15
C 3.81747 1.79576 -5.00381 -1.16
O 5.08596 2.07985 -5.53064 -0.39
C 5.09343 1.93215 -6.94897 -0.80
H 2.55121 1.23431 0.89061 0.17
H 3.85630 0.60449 1.83764 0.54
H 2.63109 -0.52382 1.10946 0.14
H 5.42507 1.64679 0.13458 0.48
H 4.06159 2.14220 -0.89073 -0.03
H 6.16159 0.07308 -1.66065 0.40
H 6.17742 1.73624 -2.20281 0.48
H 5.17169 0.21739 -3.77099 0.25
H 4.48453 2.71125 -3.27216 0.34
H 2.94535 1.92766 -3.03541 -0.15
H 3.03119 2.52498 -5.22306 0.57
H 3.51986 0.78279 -5.31061 0.39
H 4.30331 2.52164 -7.41365 0.32
H 4.98600 0.87433 -7.20973 0.32
H 6.07257 2.24039 -7.30626 0.29
C -1.68769 -3.83451 -3.35821 -0.77
O -1.98583 -4.48807 -2.12206 -0.17
C -3.14514 -5.33163 -2.19184 -0.83
C -3.35290 -5.96729 -0.84568 -0.60
N -3.51507 -4.91127 0.14547 -0.15
C -3.68768 -5.40900 1.52078 -0.53
C -2.47891 -6.12285 2.11542 -0.73
O -1.40269 -5.20781 2.20762 0.04
C -0.34855 -5.77351 2.98730 -0.98
H -2.57237 -3.26335 -3.64368 0.35
H -1.46177 -4.54294 -4.15940 0.35
H -0.77798 -3.25199 -3.22051 0.14
H -2.96208 -6.14766 -2.90000 0.42
H -4.00005 -4.79016 -2.60830 0.49
H -2.50415 -6.63687 -0.69109 0.33
H -4.25902 -6.58342 -0.89846 0.35
H -4.42506 -4.53329 -0.11238 0.20
H -4.53726 -6.09176 1.63856 0.49
H -3.90415 -4.53965 2.14507 -0.06
H -2.20334 -6.97052 1.47914 0.47
H -2.83922 -6.49288 3.07829 0.47
H 0.50471 -5.09422 2.95764 0.28
H 0.02512 -6.72012 2.58211 0.39
H -0.68172 -5.95026 4.00994 0.30
C -0.02007 5.01548 -3.58144 -0.70
O 0.79111 4.60187 -2.49920 -0.35
C 0.16255 3.55492 -1.77949 -0.37
C 0.91288 3.27876 -0.50472 0.74
N 0.53066 4.23388 0.52323 -0.44
C 1.39180 4.14096 1.70468 0.03
C 1.30896 5.42829 2.52220 -0.89
O 1.91618 6.44922 1.76999 -0.30
C 1.80994 7.69563 2.42604 -0.78
H 0.44536 5.85941 -4.07913 0.30
H -1.07370 5.17262 -3.32865 0.34
H -0.09897 4.18039 -4.30123 0.15
H 0.26959 2.65827 -2.41488 -0.13
H -0.91220 3.67555 -1.61709 0.61
H 1.98705 3.28853 -0.74035 0.06
H 0.62815 2.28593 -0.15004 -0.73
H 0.56624 5.19682 0.20648 0.41
H 2.43728 3.99139 1.39537 0.18
H 1.13400 3.27121 2.31736 -0.02
H 1.78973 5.29455 3.49616 0.54
H 0.24302 5.65025 2.66608 0.36
H 2.14512 7.70950 3.46769 0.30
H 0.75416 7.99749 2.46447 0.33
H 2.34923 8.44304 1.85065 0.25
```

Computed properties:
Charge ... +2
Calculated total energy ... -5553.4949 Eh
Energy above the lowest of the compared OMol25 structures with the same formula, charge and spin ... 0.0 kcal per mole
M ... 928.32 g/mol


No. 2
C46H89FN3O6Si | ωB97M-V with the def2-TZVPD basis set

XYZ file:
```
146
Properties=species:S:1:pos:R:3:mulliken_charge:R:1
C -2.40107 -3.00145 -3.92223 -1.55
C -1.58123 -1.76249 -3.56914 -0.03
F -1.95539 -1.28126 -2.31867 -0.39
C -0.03529 -1.90376 -3.66729 -0.99
C 0.52220 -0.59789 -4.29396 0.04
C 0.54489 -0.58186 -5.83422 -1.43
C -0.01793 -1.77200 -6.62230 0.46
O 0.99205 -2.76195 -6.82281 -0.64
C -0.58975 -1.29090 -7.95842 -0.86
N -1.13335 -2.31188 -8.82020 -0.60
O 1.82847 -0.27047 -3.85416 -0.36
C 1.94764 -0.09873 -2.45554 -1.18
C 0.91672 -0.90326 -1.68293 -0.70
N 0.69885 -2.22521 -2.37087 1.35
C -0.04496 -3.26402 -1.52631 -0.50
C -0.61628 -2.83101 -0.17719 -0.87
C 0.32395 -3.00092 1.01414 -0.08
C -0.39572 -2.68851 2.34367 -1.27
C 0.02383 -1.34456 2.93274 -0.46
C -0.92751 -0.78949 3.99957 -0.63
C -0.19041 -0.14485 5.17723 -0.90
C -1.07396 0.80828 6.00172 -0.59
Si -0.45054 2.57200 5.99495 0.41
C -1.55886 3.67247 7.04824 -1.18
C -0.45175 3.21238 4.21340 -1.26
C 1.29243 2.69041 6.67971 0.38
C 1.95147 1.64475 7.32400 -0.12
C 3.22490 1.80677 7.83865 -0.62
C 3.86810 3.02286 7.71755 -0.43
C 3.23283 4.07811 7.08312 -0.72
C 1.96006 3.90687 6.56787 -0.32
C 2.07007 -2.82401 -2.65582 1.11
C 2.52429 -3.15680 -3.91896 -0.82
C 3.79669 -3.69943 -4.01142 -1.01
C 4.54952 -3.86297 -2.85731 -0.64
N 4.10328 -3.53996 -1.64506 -0.61
C 2.88439 -3.02915 -1.55326 -0.57
H -1.79569 -3.89652 -4.05325 0.43
H -2.97563 -2.84285 -4.82993 0.33
H -3.10301 -3.20043 -3.11381 0.49
H -1.84524 -0.97047 -4.27214 0.57
H 0.10009 -2.77867 -4.29152 1.11
H -0.13306 0.21404 -3.95595 0.79
H 0.05812 0.32733 -6.18577 0.33
H 1.59528 -0.47001 -6.10515 0.48
H -0.80844 -2.30696 -6.09509 0.05
H 1.68628 -2.36921 -7.36633 0.48
H -1.33701 -0.52212 -7.74675 0.46
H 0.22651 -0.75774 -8.45866 0.14
H -1.80239 -2.89207 -8.33226 0.28
H -0.40080 -2.90666 -9.18044 0.28
H 2.95953 -0.38333 -2.17696 0.44
H 1.81151 0.95243 -2.18238 0.42
H 1.23570 -1.02894 -0.65493 0.19
H -0.03005 -0.37836 -1.65849 0.76
H 0.64054 -4.08714 -1.34951 0.86
H -0.82690 -3.67896 -2.14999 0.06
H -1.00101 -1.81693 -0.18568 0.16
H -1.48515 -3.46854 -0.00445 0.65
H 1.15394 -2.29366 0.94183 0.10
H 0.73320 -4.01070 1.03289 0.34
H -1.47381 -2.66351 2.16529 0.45
H -0.20729 -3.49184 3.05381 0.33
H 0.09750 -0.62311 2.11182 0.29
H 1.03390 -1.43710 3.33979 0.33
H -1.53323 -0.00336 3.54352 0.25
H -1.60200 -1.57026 4.35279 0.43
H 0.23622 -0.92954 5.80295 0.28
H 0.66102 0.39466 4.74745 0.50
H -2.10428 0.80882 5.64036 0.28
H -1.11611 0.48051 7.04376 0.49
H -0.94176 4.27437 7.71611 0.52
H -2.14446 4.35028 6.43053 0.36
H -2.22623 3.07340 7.66628 0.10
H -1.16090 4.03599 4.13306 0.39
H -0.78004 2.43473 3.52237 0.26
H 0.52668 3.57013 3.89733 0.43
H 1.45504 0.68885 7.43598 0.20
H 3.72265 0.98798 8.33906 0.39
H 4.86079 3.15936 8.12277 0.38
H 3.72149 5.03795 6.99013 0.39
H 1.47491 4.74353 6.07794 0.34
H 1.94783 -3.00724 -4.81717 0.51
H 4.21051 -3.97745 -4.96965 0.51
H 5.54835 -4.27407 -2.91785 0.60
H 2.53991 -2.78355 -0.55428 0.37
C 1.92072 1.49636 -12.15745 -1.15
C 1.35286 1.51930 -10.74997 -0.26
O 2.21783 0.97183 -9.76353 -0.39
C 3.46606 1.62995 -9.61178 -0.35
C 3.35164 3.08479 -9.19145 -1.06
H 2.24413 0.48912 -12.42224 0.32
H 1.15945 1.81671 -12.86841 0.40
H 2.77523 2.16508 -12.26670 0.28
H 0.45485 0.90159 -10.70790 0.30
H 1.05358 2.53586 -10.47261 0.32
H 4.05910 1.54220 -10.52799 0.30
H 3.98975 1.06337 -8.84088 0.34
H 2.90761 3.70382 -9.97152 0.27
H 4.34150 3.48717 -8.97644 0.41
H 2.73577 3.17726 -8.29550 0.26
C 6.32116 -8.44278 -3.17291 -0.98
C 7.24161 -8.08132 -4.32646 -0.30
O 7.60565 -6.71147 -4.36725 -0.43
C 8.31790 -6.23290 -3.23935 -0.19
C 9.64793 -6.92298 -2.99439 -1.25
H 5.44361 -7.79341 -3.16685 0.22
H 5.98846 -9.47584 -3.27400 0.39
H 6.81714 -8.35016 -2.20597 0.27
H 6.73569 -8.26360 -5.27442 0.33
H 8.13400 -8.71593 -4.31519 0.30
H 7.68909 -6.28226 -2.34156 0.27
H 8.49100 -5.17614 -3.44814 0.37
H 9.52175 -7.96592 -2.70132 0.28
H 10.18558 -6.41816 -2.19187 0.41
H 10.26058 -6.89738 -3.89587 0.31
C -5.48405 1.61151 7.93623 -1.37
C -5.32304 2.85388 7.07748 -0.09
O -4.63084 2.62904 5.86106 -0.24
C -5.24133 1.72221 4.96289 -0.30
C -6.61831 2.15473 4.48817 -1.38
H -4.51580 1.13689 8.10500 0.27
H -5.91391 1.88116 8.90094 0.45
H -6.14480 0.87564 7.47562 0.31
H -4.71978 3.58935 7.61160 0.34
H -6.29542 3.32074 6.88390 0.30
H -5.28625 0.71687 5.39940 0.41
H -4.55818 1.66953 4.11305 0.30
H -7.35246 2.14269 5.29423 0.31
H -6.97285 1.47848 3.70943 0.41
H -6.58135 3.16656 4.08301 0.32
C -6.05429 6.75137 8.37168 -1.15
C -6.48434 6.66251 6.91695 -0.11
O -7.85766 6.36936 6.73760 -0.39
C -8.76472 7.31944 7.26961 -0.35
C -8.63433 8.70651 6.66412 -1.03
H -6.35386 5.85192 8.91203 0.27
H -4.97010 6.85199 8.43326 0.38
H -6.49430 7.61068 8.87918 0.38
H -5.95645 5.83998 6.43201 0.12
H -6.20899 7.57672 6.37871 0.33
H -8.67436 7.36953 8.36068 0.30
H -9.75236 6.91318 7.05201 0.33
H -7.68958 9.18353 6.92851 0.26
H -9.43880 9.34628 7.02728 0.39
H -8.69437 8.65435 5.57637 0.29
```

Computed properties:
Charge ... +1
Calculated total energy ... -2810.8889 Eh
M ... 827.32 g/mol


No. 3
C5H4 | ωB97M-V with the def2-TZVPD basis set

XYZ file:
```
9
Properties=species:S:1:pos:R:3:mulliken_charge:R:1
C 3.08221 0.37388 -0.08586 0.00
C 1.96989 -0.09074 -0.05663 -0.20
C 0.62900 -0.42265 -0.02091 0.28
C -0.57841 -0.43288 0.01083 -0.20
C -2.00858 -0.15056 0.05735 -1.14
H 4.02981 0.86287 -0.11507 0.44
H -2.48711 -0.57893 0.94292 0.28
H -2.52765 -0.50083 -0.83950 0.28
H -2.10918 0.93982 0.10689 0.26
```

Computed properties:
Charge ... 0
Calculated total energy ... -192.7901 Eh
SMILES ... C#CC#CC
Energy above the lowest of the compared OMol25 structures with the same formula, charge and spin ... 2.5 kcal per mole
M ... 64.09 g/mol


No. 4
C4H10S | ωB97M-V with the def2-TZVPD basis set

XYZ file:
```
15
Properties=species:S:1:pos:R:3:mulliken_charge:R:1
C -1.69710 -1.94735 2.30615 -0.50
C -1.06700 -1.87949 1.15245 -0.32
H -2.64978 -1.49623 2.55385 0.23
H -1.37120 -2.58115 3.12788 0.22
H -1.41335 -1.24974 0.35031 0.12
H -0.11241 -2.36051 0.97325 0.23
C 2.31146 0.88052 -1.33900 -0.81
S 1.05063 2.11549 -1.95228 -0.08
C -0.41970 1.67722 -0.96947 -0.53
H 3.11550 1.18858 -2.00825 0.28
H 2.06387 -0.12996 -1.64142 0.29
H 2.52543 1.05117 -0.29466 0.29
H -1.34990 1.89425 -1.50046 0.33
H -0.44068 0.61788 -0.72952 -0.05
H -0.54579 2.21932 -0.02883 0.31
```

Computed properties:
Charge ... 0
Calculated total energy ... -556.5326 Eh
SMILES ... C=C.CSC
Energy above the lowest of the compared OMol25 structures with the same formula, charge and spin ... 31.0 kcal per mole
M ... 90.19 g/mol